Computed, not measured: an isolated molecule of C3H9N5 at a distorted geometry, with wB97M-V/def2-TZVPD.

ORCA input file:
```
! wB97M-V def2-TZVPD RIJCOSX def2/J DEFGRID3
* xyz 0 1
C 0.651 -1.027 -0.179
C 1.942 -1.136 0.670
C 0.280 1.341 -1.248
N -0.447 -1.741 0.186
N -1.480 -1.087 0.359
N 0.099 0.635 0.016
N -1.275 0.227 0.236
N -2.304 0.930 1.016
H 0.797 -1.026 -1.221
H 1.609 -1.371 1.727
H 2.329 -0.142 0.709
H 2.563 -1.830 0.164
H -0.549 1.177 -1.886
H 0.188 2.405 -0.959
H 1.328 1.183 -1.485
H -2.979 1.245 0.267
H -2.751 0.218 1.627
*
```

SMILES: C[C@H]1N=NN(N)N1C
HOMO, eV: -8.2
Energy above the lowest of the compared OMol25 structures with the same formula, charge and spin, eV: 5.5771
Orbital gap, Eh: 0.3416
Calculated total energy, a.u.: -393.30856